Density functional theory data (ωB97M-V/def2-TZVPD) for a structure of composition C3H3O3Rb.

ORCA input file:
```
! wB97M-V def2-TZVPD RIJCOSX def2/J DEFGRID3
* xyz 0 1
H 1.77640 2.09395 1.32137
O 1.43412 -0.32177 1.14203
C 0.60070 0.53366 0.97251
O 0.81030 1.83981 1.22379
O -0.58461 0.45906 0.39164
Rb -2.06272 2.85073 1.88986
H -0.54816 -2.86666 -1.41818
C -0.53088 -1.82728 -1.90421
C -0.29065 -2.25726 -3.05022
H -0.60449 -0.50423 -0.56859
*
```

Values from the calculation:
Highest occupied orbital energy, Ha: -0.2719
Kohn-Sham gap, eV: 5.690
Relative energy (zero: lowest compared OMol25 entry of this formula, charge and spin), kcal per mole: 101.2
Max |F|, eV/Å: 3.99
LUMO energy, eV: -1.709
Electronic energy, a.u.: -365.73156
Molar mass, g mol⁻¹: 172.52

Results of the Mulliken charge analysis, in e, for atoms 1 through 4: 0.3175 -0.5122 0.6662 -0.4827